# 1
Below is the ion C16H16F3O with charge +1, with properties calculated with ωB97M-V/def2-TZVPD.

Last column: Mulliken charge in e.
Positions of all 36 atoms, in Å:
F: -1.257235 -4.742101 -2.767869  -0.247
C: -1.679351 -4.756982 -1.464178  0.832
F: -3.035437 -4.917328 -1.488468  -0.264
F: -1.150783 -5.887333 -0.891483  -0.236
C: -1.257248 -3.512628 -0.730032  0.359
C: -2.162919 -2.832596 0.079863  -0.750
C: -1.820168 -1.570190 0.556200  -0.817
C: -0.557264 -1.020400 0.309725  -0.186
C: -0.307978 0.411201 0.742918  0.368
C: 1.116294 0.870994 0.898436  0.165
C: 1.468554 1.532147 2.078404  -0.114
C: 2.706690 2.158780 2.174839  -0.756
C: 3.616608 2.083613 1.117636  -0.466
C: 3.280275 1.378438 -0.041526  -0.833
C: 2.014386 0.802295 -0.171196  -0.377
C: 0.399422 -1.826647 -0.316415  0.188
C: 0.046313 -3.054450 -0.876986  -1.232
H: -3.133044 -3.269440 0.312737  0.450
H: -2.543581 -1.002345 1.144931  0.408
H: -0.853608 0.577419 1.678752  0.497
H: 0.734881 1.567648 2.884037  0.413
H: 2.948769 2.712730 3.079806  0.420
H: 4.586952 2.580469 1.193445  0.413
H: 3.988965 1.284653 -0.866455  0.395
H: 1.733587 0.310473 -1.108681  0.492
H: 1.437666 -1.511345 -0.384566  0.682
H: 0.783912 -3.638686 -1.426794  0.424
C: -1.760675 3.416532 -1.034297  -1.243
C: -0.724395 2.824879 -0.126741  -0.052
O: -0.961972 1.294772 -0.170349  -0.218
H: -1.715531 4.509210 -1.031897  0.394
H: -1.605589 3.091640 -2.069498  0.387
H: -2.762902 3.141267 -0.687920  0.347
H: 0.308812 2.993865 -0.447205  0.271
H: -0.844766 3.039329 0.929398  0.342
H: -1.037642 0.960117 -1.078570  0.545

Cartesian forces (eV/Å) of the 2 atoms listed first:
-0.3 0.1 1.3
-0.3 -1.5 -0.5

F_max in eV/A: 2.75
LUMO level in eV: -3.20
Net charge: +1
E_HOMO in eV: -13.026
Kohn-Sham gap in eV: 9.8



# 2
Below is a structure of composition C2H3O2, with properties calculated with ωB97M-V/def2-TZVPD.

Last column: Mulliken charge in e.
Positions of all 7 atoms, in Å:
C: 0.552129 -0.516148 -0.826306  0.428
C: -0.455144 0.416317 0.551979  0.071
O: 0.797774 0.556496 -0.133419  -0.182
O: -0.673128 -0.753922 -0.186488  -0.219
H: 1.086910 -1.195504 -1.609708  0.351
H: -0.338952 0.111484 1.558649  0.258
H: -0.969589 1.381277 0.645292  0.293

Cartesian forces (eV/Å) of the 2 atoms listed first:
-3.6 -0.3 2.9
1.1 0.6 1.1

F_max in eV/A: 4.61
LUMO level in eV: -6.66
Net charge: +1
ΔE to the lowest compared entry with this formula, charge and spin in kcal/mol: 27.23
E_HOMO in eV: -19.241
Kohn-Sham gap in eV: 12.6



# 3
Below is a cluster of 2 separate species, C3H12N3O2 in total, with properties calculated with ωB97M-V/def2-TZVPD.

Last column: Mulliken charge in e.
Positions of all 20 atoms, in Å:
C: 1.025325 -1.638151 2.305478  -0.623
C: -0.384630 2.344340 -1.493116  -0.730
C: -0.846684 -0.528299 1.380309  -0.003
N: 1.195787 -0.271904 -0.767912  -0.651
N: -0.909676 -0.612055 -1.715141  -0.617
N: -0.181551 -0.029249 -0.600718  0.512
O: -0.302718 -1.651331 1.834007  -0.253
O: -0.541693 1.319163 -0.390878  -0.343
H: 1.614331 -1.798372 1.490162  0.333
H: 1.121332 -2.434040 2.960894  0.269
H: 1.233549 -0.651637 2.987380  0.308
H: -1.369520 2.828313 -1.732712  0.255
H: 0.078544 1.899650 -2.318983  0.388
H: 0.228814 3.028083 -1.045819  0.320
H: -1.854054 -0.680260 0.953702  0.351
H: -0.540133 0.483911 1.787376  0.318
H: 1.818937 0.507256 -0.454717  0.262
H: 1.418155 -0.267398 -1.791381  0.351
H: -1.870317 -0.246286 -1.786495  0.280
H: -0.933798 -1.601735 -1.601434  0.272

Cartesian forces (eV/Å) of the 2 atoms listed first:
-0.5 3.7 3.3
-2.4 -1.6 0.9

F_max in eV/A: 4.97
LUMO level in eV: -3.91
Net charge: +1
ΔE to the lowest compared entry with this formula, charge and spin in kcal/mol: 170.35
E_HOMO in eV: -13.674
Kohn-Sham gap in eV: 9.8



# 4
Below is an isolated molecule of C7H10BrNS, with properties calculated with ωB97M-V/def2-TZVPD.

Last column: Mulliken charge in e.
Positions of all 20 atoms, in Å:
C: -1.222163 1.725104 0.276481  -0.353
C: -1.082885 0.335374 0.108493  0.356
C: -2.484480 2.280806 0.431222  -0.546
C: -2.333446 -0.432569 -0.194343  -0.872
C: -3.547741 0.254122 0.347006  0.254
C: 2.614287 -0.849120 -0.215978  -1.084
C: 1.743738 0.349103 -0.736379  -0.435
N: -3.644706 1.490265 0.394923  -0.438
S: 0.096121 -0.039944 -1.274567  -0.189
Br: -5.244863 -0.725078 0.236118  -0.191
H: -0.378255 2.433774 0.198703  0.290
H: -0.685366 -0.102070 0.938136  0.310
H: -2.586139 3.321810 0.388216  0.451
H: -2.483496 -0.534070 -1.214620  0.405
H: -2.232627 -1.508656 0.148578  0.392
H: 2.002216 -1.359197 0.565087  0.287
H: 2.902724 -1.594006 -0.942246  0.308
H: 3.398525 -0.438460 0.309888  0.382
H: 2.206583 0.906653 -1.533263  0.437
H: 1.890301 1.063070 0.205646  0.236

Cartesian forces (eV/Å) of the 2 atoms listed first:
-2.9 4.7 0.3
1.1 -1.6 -2.0

Structure (SMILES): CCS[C@H]1C=CN=C(Br)C1
F_max in eV/A: 5.53
LUMO level in eV: 0.06
ΔE to the lowest compared entry with this formula, charge and spin in kcal/mol: 32.53
E_HOMO in eV: -8.805
Kohn-Sham gap in eV: 8.9



# 5
Below is a cluster of 2 separate species, C13H24BCl2O5 in total, with properties calculated with ωB97M-V/def2-TZVPD.

Last column: Mulliken charge in e.
Positions of all 45 atoms, in Å:
C: 0.907809 1.202330 1.327770  -1.151
C: 1.241527 0.524118 -0.001215  0.069
C: 0.028353 -0.053409 -0.732388  -0.436
C: -1.084392 0.934776 -1.015092  -0.672
O: -1.737835 1.316542 0.172686  -0.066
C: -3.093187 1.692564 0.034476  0.039
C: -4.028740 0.475724 -0.161876  -0.439
Cl: -5.723346 0.859065 0.306228  -0.231
C: -3.665486 -0.858680 0.500102  0.244
C: -2.794097 -1.776813 -0.367016  -1.453
Cl: -2.978667 -0.675123 2.143381  -0.212
C: -3.372272 2.664550 1.188997  -0.577
O: -2.624004 3.786414 0.803901  -0.749
B: -2.908114 3.928542 -0.661503  1.255
O: -3.272570 2.496128 -1.070148  -0.888
H: 0.093235 0.676829 1.820251  0.170
H: 0.542250 2.214964 1.166861  0.275
H: 1.777179 1.241692 1.983470  0.426
H: 1.914245 -0.305036 0.211194  -0.067
H: 1.800211 1.194802 -0.658753  0.350
H: -0.323527 -0.928860 -0.185086  0.040
H: 0.370419 -0.411355 -1.709534  0.265
H: -1.786422 0.525045 -1.746602  0.427
H: -0.656675 1.822763 -1.493684  0.369
H: -4.076864 0.303016 -1.233572  0.457
H: -4.605657 -1.370467 0.665584  0.603
H: -2.566318 -1.322340 -1.328095  0.376
H: -1.879469 -2.062244 0.140598  0.310
H: -3.346103 -2.692125 -0.578832  0.349
H: -4.425362 2.945654 1.161263  0.461
H: -3.057609 2.278256 2.158255  0.224
H: -3.831368 4.695835 -0.938908  -0.331
H: -1.850381 4.267216 -1.225047  -0.387
O: 2.755255 -3.120899 0.949368  -0.560
C: 3.775460 -2.731938 0.469439  0.516
O: 4.004025 -1.424345 0.190717  -0.292
C: 5.265086 -1.266558 -0.474643  -0.480
C: 6.077096 -2.502976 -0.101194  -0.481
C: 4.981890 -3.556919 0.049308  -0.470
H: 5.080089 -1.199903 -1.548975  0.267
H: 5.717018 -0.337668 -0.136374  0.316
H: 6.841473 -2.748423 -0.835823  0.324
H: 6.569494 -2.344143 0.859033  0.259
H: 4.745335 -4.045020 -0.897365  0.249
H: 5.201015 -4.311583 0.798841  0.303

Cartesian forces (eV/Å) of the 2 atoms listed first:
-0.1 0.2 -0.3
0.0 -0.3 0.3

F_max in eV/A: 1.29
LUMO level in eV: 2.16
Net charge: -1
E_HOMO in eV: -3.869
Kohn-Sham gap in eV: 6.0



# 6
Below is the ion C3H4NO2 with charge +1, with properties calculated with ωB97M-V/def2-TZVPD.

Last column: Mulliken charge in e.
Positions of all 10 atoms, in Å:
C: 0.490560 -1.134206 -0.072056  -0.027
C: -1.427537 0.215627 -0.053134  0.415
C: 0.886999 0.209925 -0.041390  -0.149
N: -0.260246 0.945327 -0.034704  -0.105
O: -2.539291 0.551051 -0.060466  -0.343
O: -1.046757 -1.131469 0.015357  -0.208
H: 1.148546 -1.954260 -0.324118  0.410
H: 1.284920 0.144283 0.995049  0.320
H: 1.654796 0.268397 -0.721745  0.409
H: -0.191992 1.885329 0.297209  0.277

Cartesian forces (eV/Å) of the 2 atoms listed first:
-6.9 0.2 -0.3
0.7 1.0 0.6

F_max in eV/A: 7.42
LUMO level in eV: -7.79
Net charge: +1
ΔE to the lowest compared entry with this formula, charge and spin in kcal/mol: 60.95
E_HOMO in eV: -16.300
Kohn-Sham gap in eV: 8.5



# 7
Below is an isolated molecule of C3H3NO2S, with properties calculated with ωB97M-V/def2-TZVPD.

Last column: Mulliken charge in e.
Positions of all 10 atoms, in Å:
C: 0.510804 0.354336 -0.860759  -0.325
C: 0.141083 -0.459154 0.363858  0.524
C: -1.913417 -0.495853 0.985252  -0.040
H: -0.280720 1.124049 -0.985022  0.231
H: 0.921341 -1.239804 0.597593  0.265
H: -2.880002 -0.762682 0.848502  0.442
N: -1.494746 0.616803 1.455379  -0.331
O: -1.045320 -1.205028 0.250969  -0.315
O: -0.114312 0.451748 1.336080  -0.186
S: 1.846801 0.386943 -1.642202  -0.265

Cartesian forces (eV/Å) of the 2 atoms listed first:
-2.8 0.7 1.1
2.2 -2.2 -1.1

Structure (SMILES): S=C[C@@H]1OC=NO1
F_max in eV/A: 3.25
LUMO level in eV: -0.55
ΔE to the lowest compared entry with this formula, charge and spin in kcal/mol: 102.69
E_HOMO in eV: -8.969
Kohn-Sham gap in eV: 8.4